(1)
77
Properties=species:S:1:pos:R:3:forces:R:3 method="wB97M-V/def2-TZVPD" multiplicity=1 homo_lumo_gap_ev=8.8 charge=0 e_homo_ha=-0.348 e_tot_ev=-49476.178
C 5.8630 -1.0294 0.7218 -0.1 -0.1 -0.1
C 5.2935 -0.8460 -0.6931 0.4 0.0 0.1
C 5.6125 0.5400 -1.2894 -0.4 -0.3 -0.2
C 4.5404 1.0252 -2.2936 0.1 0.0 0.0
C 3.6626 2.1920 -1.7872 0.1 -0.2 -0.2
C 2.1600 1.9774 -2.0030 0.0 0.1 0.2
C 1.2609 2.8731 -1.1158 0.0 -0.3 -0.3
C 0.1861 2.1181 -0.3037 -0.1 0.1 0.1
C -1.2001 2.7929 -0.3350 0.4 0.0 0.0
C -2.0760 2.3146 -1.5013 0.0 -0.1 0.3
N -3.2002 1.4369 -1.0779 0.0 0.5 -0.1
C -3.9424 0.9824 -2.2692 0.0 -0.1 0.0
C -3.2490 -0.2284 -2.8821 0.1 0.2 -0.2
O -3.8842 -1.4629 -2.5402 0.0 0.0 0.1
C -3.9799 -1.6924 -1.1895 -0.7 0.3 0.5
C -2.8424 -2.4657 -0.6027 -0.2 0.0 0.3
O -4.9571 -1.3508 -0.5667 0.7 -0.2 -0.5
C -4.0814 2.1752 -0.2362 -0.3 0.2 0.0
O -4.9302 2.9475 -0.6149 0.3 -0.6 0.2
O -3.8688 1.8990 1.0691 -0.3 -0.4 -0.2
H 5.1329 -0.7503 1.4844 0.1 0.1 0.0
H 6.7534 -0.4107 0.8487 0.0 0.0 0.1
H 6.1526 -2.0629 0.9208 -0.1 0.0 0.0
H 4.2165 -1.0226 -0.7059 0.0 0.0 0.1
H 5.7492 -1.6101 -1.3314 -0.2 0.0 -0.1
H 5.7075 1.2479 -0.4635 0.1 0.1 -0.1
H 6.5719 0.4708 -1.8048 0.1 0.1 0.2
H 5.0229 1.3102 -3.2322 0.0 0.0 0.0
H 3.9004 0.1727 -2.5422 0.0 0.0 0.0
H 3.8529 2.3484 -0.7224 0.0 0.0 0.0
H 3.9776 3.0992 -2.3081 0.0 0.2 0.2
H 1.9176 2.1588 -3.0538 0.0 -0.2 0.0
H 1.9371 0.9276 -1.7963 0.0 0.0 0.0
H 1.9058 3.4231 -0.4278 -0.1 0.1 0.0
H 0.7567 3.6118 -1.7450 0.1 0.1 0.0
H 0.5075 2.0431 0.7384 0.1 -0.1 -0.1
H 0.0942 1.0896 -0.6657 0.0 0.0 0.0
H -1.0559 3.8732 -0.4251 0.0 0.0 0.1
H -1.6911 2.6236 0.6209 -0.2 0.0 -0.1
H -2.4850 3.1632 -2.0652 0.0 0.0 0.0
H -1.4591 1.7243 -2.1802 -0.1 0.0 -0.1
H -4.0509 1.7847 -3.0085 0.1 0.0 0.0
H -4.9465 0.6818 -1.9708 0.1 0.0 0.0
H -2.1975 -0.2517 -2.5755 0.0 -0.1 0.0
H -3.2686 -0.1744 -3.9707 -0.1 -0.1 0.1
H -2.8172 -2.2640 0.4673 0.1 0.0 -0.1
H -3.0726 -3.5260 -0.7411 0.1 0.0 -0.1
H -1.8909 -2.2468 -1.0775 0.0 0.0 0.0
H -4.7030 2.0647 1.5327 0.2 0.5 0.1
C -5.9616 2.9025 4.4279 0.0 0.0 0.0
C -5.5868 3.7258 5.4817 0.0 0.0 0.0
C -4.7215 3.2564 6.4562 0.0 0.1 0.0
C -4.2446 1.9630 6.3512 0.0 0.0 -0.1
C -4.6033 1.1249 5.3133 0.0 -0.1 -0.1
C -5.4725 1.6052 4.3469 0.0 0.1 0.0
N -3.3154 1.4626 7.3802 0.0 0.0 0.0
O -3.0309 2.2111 8.2910 0.0 0.1 0.1
O -2.8910 0.3341 7.2524 0.0 -0.1 0.0
H -6.6366 3.2745 3.6680 0.0 0.0 0.0
H -5.9681 4.7353 5.5451 0.0 0.0 0.0
H -4.4213 3.8825 7.2825 0.0 -0.1 0.0
H -4.2121 0.1204 5.2612 0.0 0.0 0.1
H -5.7691 0.9608 3.5293 0.0 0.0 0.0
C 4.9688 -6.3508 -2.1159 0.0 0.0 0.0
C 5.1974 -5.0124 -2.4079 0.0 -0.1 0.0
C 4.1750 -4.0884 -2.2687 0.1 0.1 -0.1
C 2.9394 -4.5272 -1.8349 0.1 0.0 0.0
C 2.6875 -5.8539 -1.5399 0.0 -0.1 0.0
C 3.7165 -6.7699 -1.6853 0.1 0.0 0.0
N 1.8558 -3.5437 -1.6759 0.0 0.0 0.0
O 2.0943 -2.3869 -1.9552 0.0 0.1 0.0
O 0.7854 -3.9469 -1.2711 -0.1 0.0 0.0
H 5.7697 -7.0700 -2.2230 0.0 0.0 0.0
H 6.1725 -4.6862 -2.7420 0.0 0.0 0.0
H 4.3370 -3.0450 -2.4920 -0.1 0.0 0.0
H 1.7094 -6.1634 -1.2043 0.0 0.1 0.0
H 3.5402 -7.8124 -1.4600 0.0 0.0 0.0

(2)
71
Properties=species:S:1:pos:R:3:forces:R:3 method="wB97M-V/def2-TZVPD" multiplicity=1 homo_lumo_gap_ev=7.2 charge=+1 relative_energy_kj_mol=40.21 e_homo_ha=-0.428 e_tot_ev=-36632.602
C 3.0167 -2.0772 -0.5961 0.3 -0.2 -0.4
N 2.3491 -1.7216 0.6338 0.3 0.2 1.0
C 3.0989 -1.4869 1.7625 0.9 -0.8 -0.8
O 4.2920 -1.7425 1.8830 -1.5 0.6 0.0
C 2.1946 -0.8335 2.7795 0.0 -0.8 0.7
C 2.5843 0.6274 3.0185 0.5 0.1 0.0
C 2.7393 1.3992 1.7285 0.1 0.4 0.0
C 3.9458 1.3334 1.0232 0.0 0.0 -0.1
C 4.0918 1.9789 -0.2033 -0.2 0.0 0.0
C 3.0232 2.7063 -0.7401 0.0 -0.1 0.2
C 1.8334 2.8220 -0.0134 0.1 0.0 0.0
C 1.7075 2.2004 1.2328 0.1 -0.3 -0.3
N 0.8708 -0.9874 2.1637 -1.8 1.3 0.4
C -0.1674 -0.2780 2.6392 1.6 -1.1 -0.5
C -1.3088 0.0058 1.8928 -1.5 0.8 -0.3
C -2.5365 0.1531 2.5241 1.6 -0.8 -0.2
C -3.7985 0.0320 1.8470 -1.0 0.3 -0.9
C -4.9975 -0.2930 2.5368 0.6 0.1 -0.1
C -6.1786 -0.5248 1.8369 0.1 0.0 -0.2
C -6.1949 -0.4698 0.4350 0.3 0.2 0.4
C -5.0274 -0.1315 -0.2590 0.1 0.1 0.1
C -3.8569 0.1610 0.4344 -0.2 -0.2 0.4
C 0.9088 -1.6502 0.8377 0.4 0.0 -1.1
C 0.1917 -3.0574 0.7034 0.4 0.4 0.7
C 0.8183 -4.0453 1.6870 0.0 -0.2 -0.1
C 0.3600 -3.5791 -0.7202 0.1 -0.2 -0.4
C -1.2979 -2.9251 0.9763 -0.4 -0.1 0.1
H 3.8879 -1.4220 -0.7431 -0.3 -0.2 0.2
H 3.3723 -3.1183 -0.5629 -0.1 0.3 -0.1
H 2.3285 -1.9461 -1.4359 0.2 0.0 0.2
H 2.2200 -1.4213 3.7068 0.1 0.2 -0.1
H 1.8553 1.1055 3.6783 0.1 0.0 0.0
H 3.5510 0.5964 3.5401 -0.3 0.0 0.0
H 4.7756 0.7606 1.4423 -0.2 0.1 -0.2
H 5.0412 1.9026 -0.7369 -0.3 0.1 0.1
H 3.1246 3.1858 -1.7157 -0.1 -0.1 0.3
H 0.9969 3.3999 -0.4116 0.3 -0.1 0.1
H 0.7989 2.3252 1.8256 0.1 0.0 -0.2
H -0.0711 0.0575 3.6774 -0.1 -0.1 -0.3
H -1.2205 0.0784 0.8009 -0.1 -0.5 0.6
H -2.5288 0.2041 3.6106 -0.2 -0.2 -0.3
H -4.9662 -0.3709 3.6264 0.0 0.0 -0.4
H -7.0937 -0.7554 2.3838 0.3 0.0 -0.2
H -7.1242 -0.6478 -0.1057 0.3 0.0 0.1
H -5.0313 -0.0906 -1.3475 -0.1 0.1 0.3
H -2.9696 0.5044 -0.0997 -0.3 -0.2 0.0
H 0.4763 -0.9831 0.0670 0.1 -0.1 0.3
H 0.6818 -3.7281 2.7256 0.0 0.0 -0.1
H 0.3288 -5.0222 1.5685 0.1 0.2 0.1
H 1.8875 -4.1835 1.4890 -0.2 0.0 0.1
H 0.0974 -2.8149 -1.4640 0.0 -0.2 0.1
H 1.3775 -3.9349 -0.9137 -0.3 0.1 0.0
H -0.3090 -4.4392 -0.8788 0.2 0.3 0.1
H -1.7579 -2.1815 0.3127 0.0 -0.1 0.1
H -1.8000 -3.8870 0.7866 0.2 0.3 0.1
H -1.4983 -2.6521 2.0166 0.0 0.0 -0.1
C -4.7431 1.7673 5.2439 0.2 0.1 0.0
N -3.4077 1.8177 4.6526 0.2 0.0 0.4
C -3.2654 2.9769 3.7702 0.1 -0.2 0.2
N -2.3651 1.8549 5.6457 -0.3 0.6 -0.5
C -2.0684 0.5709 6.2687 -0.3 0.3 0.0
H -5.4693 1.6297 4.4373 0.0 0.1 0.2
H -4.8046 0.9179 5.9316 -0.1 0.1 -0.1
H -4.9827 2.6970 5.7910 0.0 -0.2 -0.1
H -3.9396 2.8548 2.9134 0.1 0.1 0.2
H -3.4974 3.9166 4.3040 0.0 -0.1 -0.2
H -2.2292 3.0200 3.4163 -0.2 0.0 0.0
H -2.6234 2.5783 6.3182 0.2 -0.3 0.2
H -1.3418 0.7585 7.0690 -0.2 -0.1 -0.2
H -2.9576 0.0847 6.7050 0.3 -0.1 -0.1
H -1.6070 -0.0957 5.5246 -0.2 0.1 0.3

(3)
100
Properties=species:S:1:pos:R:3:forces:R:3 method="wB97M-V/def2-TZVPD" multiplicity=1 homo_lumo_gap_ev=8.6 charge=0 e_homo_ha=-0.307 e_tot_ev=-114149.175
C -0.9910 1.7723 -0.8463 0.2 -0.1 -0.2
C 0.0019 0.8740 -1.5632 -0.6 0.0 0.2
O -0.2902 0.8756 -2.9700 0.3 0.2 -0.2
B 0.7379 0.4580 -3.7902 0.0 0.0 0.4
O 1.5392 1.3870 -4.4362 -0.3 -0.4 -0.2
P 1.0209 -1.4237 -4.1786 0.0 0.1 -0.4
C -0.4071 -2.2534 -3.3547 -0.2 -0.4 0.0
C -0.2062 -3.7773 -3.1365 0.1 0.6 0.4
C 2.5704 -1.8986 -3.2551 -0.4 0.1 0.2
C 2.4355 -2.1646 -1.7590 0.3 0.1 0.2
O 2.7079 -0.9592 -1.0647 -0.2 0.1 -0.1
C 3.4531 -3.2171 -1.3082 0.2 -0.1 0.0
F 3.0897 -4.4524 -1.7142 0.0 0.2 0.0
F 3.5684 -3.2519 0.0357 -0.1 0.0 -0.2
F 4.6818 -2.9778 -1.7998 -0.2 0.0 0.1
H -0.7626 1.7790 0.2232 -0.1 0.0 -0.1
H -0.9108 2.7900 -1.2341 0.0 -0.1 0.1
H -2.0106 1.4142 -1.0027 0.1 0.0 0.0
H -0.1114 -0.1544 -1.1978 0.3 0.1 0.1
H 1.0185 1.2296 -1.3759 0.0 -0.1 -0.1
H 1.0768 1.7988 -5.1750 0.2 0.3 0.1
H -1.2298 -2.1258 -4.0660 0.1 0.2 0.1
H -0.7389 -1.7567 -2.4382 0.1 -0.1 -0.1
H -1.0792 -4.3305 -3.4677 0.2 -0.1 -0.1
H 0.6984 -4.1421 -3.6294 -0.2 -0.1 -0.1
H -0.0872 -3.9733 -2.0658 0.0 -0.2 -0.2
H 3.2560 -1.0514 -3.3516 0.1 -0.2 -0.2
H 2.9897 -2.7673 -3.7627 0.1 0.1 0.0
H 1.4506 -2.5533 -1.4884 0.0 0.0 0.0
H 2.2887 -0.9893 -0.1979 0.1 0.0 0.0
C 4.8761 2.6370 -0.0886 -0.1 0.2 0.0
C 4.5660 2.2097 1.3277 0.3 -0.3 -0.2
O 3.9197 3.2754 2.0641 -0.1 0.0 0.1
C 2.6198 3.4052 1.8840 0.2 -0.1 0.0
O 1.9067 2.7413 1.1919 -0.2 0.0 0.0
C 2.1013 4.5664 2.7546 0.0 0.1 0.0
F 2.9106 5.6251 2.6756 0.0 0.1 0.0
F 2.0349 4.1911 4.0384 0.0 0.0 0.0
F 0.8821 4.9409 2.3718 0.1 -0.3 -0.1
H 5.4775 3.5464 -0.0887 0.1 0.0 0.0
H 5.4302 1.8502 -0.5987 0.0 0.0 0.0
H 3.9628 2.8334 -0.6498 0.0 -0.1 0.0
H 5.4771 2.0018 1.8832 0.0 0.1 0.1
H 3.9384 1.3199 1.3536 -0.1 0.1 0.0
C -0.4810 7.6510 3.1362 -0.2 0.4 0.0
C -0.7738 7.2237 4.5556 0.3 -0.3 -0.2
O -1.4246 8.2754 5.3011 0.0 0.0 0.1
C -2.7327 8.3824 5.1329 0.1 -0.1 0.0
O -3.4333 7.7066 4.4406 -0.1 0.0 0.0
C -3.2758 9.5204 6.0227 0.0 0.0 -0.1
F -2.4992 10.6046 5.9563 0.0 0.1 0.0
F -3.3173 9.1132 7.2978 0.0 0.0 0.1
F -4.5033 9.8572 5.6489 -0.1 0.0 0.0
H 0.1050 8.5712 3.1273 0.1 0.0 0.0
H 0.0775 6.8754 2.6239 0.0 0.1 0.0
H -1.4019 7.8381 2.5841 0.0 -0.1 0.0
H 0.1465 7.0239 5.1008 0.0 0.1 0.1
H -1.3864 6.3235 4.5867 -0.1 0.1 0.0
C -1.1838 -10.1613 -0.5416 0.1 0.1 -0.1
C -2.6184 -9.7054 -0.6834 0.0 -0.3 0.3
O -2.7032 -8.4793 -1.4437 -0.1 0.1 -0.1
C -2.6769 -8.6102 -2.7597 0.0 -0.1 0.1
O -2.5956 -9.6206 -3.3905 0.0 0.0 -0.1
C -2.8191 -7.2224 -3.4163 0.1 0.0 -0.1
F -2.0457 -6.3120 -2.8162 -0.1 -0.1 0.0
F -4.0926 -6.8084 -3.3242 0.0 0.0 0.0
F -2.4886 -7.2717 -4.6994 0.0 0.0 0.0
H -0.5750 -9.3726 -0.0991 0.0 0.0 0.1
H -1.1362 -11.0412 0.0988 0.0 0.0 0.0
H -0.7559 -10.4163 -1.5104 0.0 0.0 0.0
H -3.0506 -9.4634 0.2847 0.0 0.1 0.0
H -3.2398 -10.4661 -1.1537 0.0 0.1 -0.1
C -6.9718 -6.1549 -2.7263 -0.2 0.0 0.2
C -7.7370 -7.0732 -3.6512 0.3 0.2 -0.2
O -8.4927 -8.0527 -2.9067 -0.1 -0.1 0.0
C -9.6636 -7.6508 -2.4388 0.1 0.0 -0.1
O -10.1654 -6.5745 -2.5663 0.0 0.0 0.0
C -10.3544 -8.8199 -1.7053 0.0 0.1 0.0
F -9.4993 -9.4696 -0.9109 0.0 0.0 0.0
F -10.8374 -9.6902 -2.6002 0.0 -0.1 0.0
F -11.3611 -8.3741 -0.9654 0.0 0.0 0.0
H -6.3353 -6.7329 -2.0578 0.1 0.0 -0.1
H -6.3474 -5.4777 -3.3061 0.0 0.0 0.0
H -7.6497 -5.5610 -2.1136 0.0 0.0 -0.1
H -7.0585 -7.6548 -4.2716 0.0 -0.1 0.1
H -8.4059 -6.5193 -4.3084 -0.1 0.0 0.1
C 7.3631 7.8285 5.2986 0.2 0.0 -0.2
C 6.1657 7.6576 4.3909 -0.2 0.0 0.4
O 6.5028 7.9193 3.0123 0.0 0.0 -0.1
C 7.0515 6.9130 2.3511 -0.1 0.0 0.1
O 7.2972 5.8195 2.7660 0.0 0.0 0.0
C 7.3011 7.3304 0.8866 0.0 0.0 0.0
F 7.8368 8.5496 0.8103 0.0 0.0 0.0
F 6.1398 7.3387 0.2195 -0.1 0.0 0.0
F 8.1193 6.4702 0.2928 0.0 0.0 0.0
H 7.7924 8.8235 5.1796 -0.1 0.0 0.0
H 7.0632 7.6977 6.3376 0.0 0.0 0.0
H 8.1373 7.0975 5.0676 0.0 0.0 0.0
H 5.3916 8.3817 4.6347 0.0 0.1 -0.1
H 5.7355 6.6603 4.4729 0.1 0.0 -0.1